DFT (ωB97M-V/def2-TZVPD) results for a single C5H11NO2 molecule at a distorted geometry.

Element x y z (Å)
C -2.459 0.838 0.228
C -1.228 0.053 -0.133
N 0.019 0.647 -0.048
C 0.224 1.323 1.226
C 1.243 -0.082 -0.461
C 1.149 -1.588 -0.758
O 2.487 -2.053 -0.899
O -1.363 -1.113 -0.434
H -3.077 0.713 -0.636
H -2.352 1.892 0.460
H -2.977 0.313 1.029
H 1.079 1.966 1.363
H -0.643 1.936 1.463
H 0.272 0.606 2.062
H 1.560 0.399 -1.377
H 2.007 0.030 0.302
H 0.747 -2.130 0.075
H 0.552 -1.742 -1.654
H 2.761 -2.008 -1.810

Values from the calculation:
LUMO level	0.879	eV
2S+1	1
orbital gap	10.04	eV
HOMO	-9.2	eV

DFT (ωB97M-V/def2-TZVPD) results for a single C16H19N5O2 molecule at a distorted geometry.

Element x y z (Å)
O -2.365 1.422 -1.852
N -1.660 1.635 1.633
N -1.496 -1.869 1.422
O 3.165 3.770 -0.757
C -1.980 1.004 -0.744
C -1.941 0.448 2.074
C -1.057 -2.409 0.361
C 0.988 -6.134 0.236
C 0.728 -5.432 -0.961
C 0.554 -5.655 1.412
C 0.114 -4.167 -0.899
C -0.132 -4.463 1.496
C -0.384 -3.682 0.287
N -1.598 1.904 0.226
N 0.404 3.162 -0.096
N -2.172 -0.667 1.148
C -1.042 3.143 -0.203
C 2.466 2.518 -0.778
C 2.467 4.563 0.231
C -1.429 -1.551 -0.793
C 1.082 2.624 -1.256
C 0.883 4.525 0.228
C -2.239 -0.437 -0.304
H -1.826 0.245 3.139
H 1.600 -7.069 0.321
H 1.130 -5.825 -1.901
H 0.895 -6.097 2.358
H 0.007 -3.477 -1.774
H -0.541 -4.084 2.448
H -1.490 3.761 0.505
H -1.449 3.464 -1.182
H 2.962 1.811 -1.423
H 2.479 2.160 0.270
H 2.721 4.235 1.226
H 2.852 5.576 0.194
H -1.975 -2.057 -1.594
H -0.411 -1.265 -1.203
H 0.791 1.631 -1.503
H 1.152 3.158 -2.223
H 0.433 5.222 -0.540
H 0.554 5.048 1.237
H -3.239 -0.687 -0.470

Values from the calculation:
LUMO level	0.260	eV
2S+1	1
orbital gap	8.42	eV
HOMO	-8.2	eV

DFT (ωB97M-V/def2-TZVPD) results for 2 unconnected molecules or ions with the total composition C2H2NO2 at a distorted geometry.

Element x y z (Å)
C 1.468 -0.196 -0.770
C 1.800 0.097 0.325
N -2.217 0.031 0.272
O -2.792 0.041 -0.686
O -1.805 0.205 1.283
H 1.521 -0.386 -1.791
H 2.025 0.208 1.368

Values from the calculation:
net charge	+1
<S²>	2.004
LUMO level (alpha / beta)	-6.017 / -11.708	eV
2S+1	3
orbital gap (alpha / beta)	4.62 / 4.90	eV
HOMO (alpha / beta)	-10.6 / -16.6	eV